ORCA calculation (ωB97M-V with the def2-TZVPD basis set) on a cluster of 3 separate species, C3H10NO4 in total at a distorted geometry.

Last column: Löwdin charge in e.
Geometry (Å):
O -0.51923 -0.51452 2.48046  -0.249
O 3.00077 -0.07276 -0.31686  -0.047
O -2.25527 0.47648 0.98803  -0.160
O -1.99367 0.15294 -1.87804  -0.088
N 0.85649 -0.24143 0.49916  0.086
C 1.79266 -0.24072 -0.47153  -0.611
C 1.21255 -0.37857 -1.88868  -0.031
C 0.68771 -0.10170 2.21875  -0.327
H -0.09856 -0.09351 0.19921  0.058
H 1.51660 -0.74619 2.46962  0.083
H -1.57243 0.07670 1.69293  -0.020
H 1.59484 -1.35994 -2.19694  0.070
H -2.31859 -0.37315 -1.14482  0.015
H -2.25597 1.04086 -1.57676  0.039
H 0.12713 -0.37553 -1.94183  0.029
H -2.20765 1.41150 1.14596  -0.003
H 0.77125 0.99505 2.29104  0.092
H 1.66137 0.34447 -2.56969  0.066

Total charge ... -1
LUMO ... 3.7 eV
Orbital gap ... 8.33 eV
Relative energy (zero: lowest compared OMol25 entry of this formula, charge and spin) ... 46.7 kcal per mole
Molecular weight ... 124.116 g mol⁻¹
Max |F| ... 2.825 eV Å⁻¹



ORCA calculation (ωB97M-V with the def2-TZVPD basis set) on a cluster of 3 separate species, C3H10NO4 in total at a distorted geometry.

Last column: Löwdin charge in e.
Geometry (Å):
O 1.05454 1.30121 -1.42280  -0.073
O -1.75096 0.89821 1.96374  -0.074
O -2.04256 0.80667 -2.35095  -0.082
O 1.75720 -0.82666 -1.82747  -0.070
N 0.35503 -1.08529 0.77915  -0.126
C 1.37145 -0.13051 1.36175  -0.142
C 1.00992 0.06056 -1.37539  -0.771
C -0.19812 -0.56507 -0.52493  -0.181
H 2.31688 -0.72222 1.59857  0.090
H -0.95892 0.67301 1.46045  -0.017
H -0.73257 -1.37915 -1.05773  0.108
H 0.97107 -1.87780 0.60167  0.075
H -1.36873 0.31685 -2.84162  0.033
H -0.98018 0.14415 -0.26977  0.055
H 0.99774 0.15607 2.34801  0.046
H 1.61045 0.78506 0.81251  0.070
H -1.43974 1.30547 -1.77637  0.019
H -1.97249 0.13943 2.52117  0.038

Total charge ... -1
LUMO ... 3.8 eV
Orbital gap ... 8.01 eV
Relative energy (zero: lowest compared OMol25 entry of this formula, charge and spin) ... 43.7 kcal per mole
Molecular weight ... 124.116 g mol⁻¹
Max |F| ... 2.058 eV Å⁻¹



ORCA calculation (ωB97M-V with the def2-TZVPD basis set) on a cluster of 3 separate species, C3H10NO4 in total at a distorted geometry.

Last column: Löwdin charge in e.
Geometry (Å):
O 2.10098 -1.88785 1.26457  -0.039
O 1.46839 0.24711 1.62550  -0.074
O 1.52946 2.32426 0.02529  -0.105
O 0.60722 0.90176 -2.03553  -0.109
N 0.29977 -1.05286 0.16196  -0.012
C -2.02133 -0.78607 -0.52882  -0.109
C -0.96699 -0.40400 0.48707  -0.293
C 1.37150 -0.90221 1.12638  -0.760
H 0.18883 -2.04331 -0.00676  0.108
H 1.31816 3.05174 0.61353  0.034
H 0.89457 1.60078 -1.44024  -0.033
H -0.78443 0.66613 0.45976  0.098
H 0.65517 0.08975 -1.49650  -0.001
H -2.17535 -1.86973 -0.55795  0.063
H -2.99732 -0.35664 -0.29963  0.061
H 1.50487 1.51283 0.60999  -0.001
H -1.71126 -0.45321 -1.51964  0.062
H -1.28223 -0.63848 1.51105  0.110

Total charge ... -1
LUMO ... 3.9 eV
Orbital gap ... 8.77 eV
Relative energy (zero: lowest compared OMol25 entry of this formula, charge and spin) ... 1.6 kcal per mole
Molecular weight ... 124.116 g mol⁻¹
Max |F| ... 1.015 eV Å⁻¹



ORCA calculation (ωB97M-V with the def2-TZVPD basis set) on a cluster of 2 separate species, C3H10NO4 in total at a distorted geometry.

Last column: Löwdin charge in e.
Geometry (Å):
O -0.54542 0.41597 2.78209  0.184
O -1.77804 1.05451 -2.29977  -0.033
O -0.96291 1.45815 0.81496  0.135
O 2.32443 -1.37574 -0.04008  -0.027
N -0.26077 -0.58274 -0.65755  0.210
C 1.69623 -0.34889 0.71894  -0.176
C -0.48925 0.47996 1.59640  -0.487
C 0.18138 -0.63693 0.78438  -0.131
H 1.88863 0.57403 0.17888  0.144
H -1.16718 -1.05535 -0.72836  0.176
H 2.07389 -0.18246 1.69086  0.130
H 0.02353 -1.64474 1.11769  0.168
H -1.87467 2.00284 -2.45095  0.078
H 2.53961 -2.08986 0.57374  0.114
H -1.48908 2.03845 1.39488  0.161
H 0.40078 -0.99465 -1.31939  0.169
H -2.06674 0.55625 -3.06569  0.067
H -0.49442 0.33120 -1.09104  0.117

Total charge ... +1
LUMO ... -3.3 eV
Orbital gap ... 11.67 eV
Relative energy (zero: lowest compared OMol25 entry of this formula, charge and spin) ... 4.8 kcal per mole
Molecular weight ... 124.116 g mol⁻¹
Max |F| ... 2.583 eV Å⁻¹



ORCA calculation (ωB97M-V with the def2-TZVPD basis set) on an isolated molecule of C3H10NOP at a distorted geometry.

Last column: Löwdin charge in e.
Geometry (Å):
P -0.83050 -0.37766 -0.67801  0.829
O 1.51645 -1.63471 0.05415  -0.192
N -1.40592 -1.52149 0.38759  -0.213
C 0.91636 -0.14995 0.09893  -0.494
C 1.90106 0.94480 -0.41955  -0.101
C -1.89681 0.98664 0.15737  -0.315
H 2.01366 -1.62660 -0.83337  0.092
H -1.66730 2.01577 -0.09564  -0.004
H -2.19139 -1.96417 0.13259  -0.017
H 2.59789 1.03623 0.50239  0.101
H -2.96896 0.91555 -0.24016  0.044
H -1.87562 1.12961 1.25120  0.032
H 1.28195 1.86381 -0.57638  0.072
H 2.46964 0.59111 -1.35899  0.093
H 0.80233 -0.04335 1.13233  0.067
H -0.66283 -2.16560 0.48557  0.007

LUMO ... 1.0 eV
Orbital gap ... 9.09 eV
Relative energy (zero: lowest compared OMol25 entry of this formula, charge and spin) ... 57.5 kcal per mole
Molecular weight ... 107.093 g mol⁻¹
Max |F| ... 4.151 eV Å⁻¹



ORCA calculation (ωB97M-V with the def2-TZVPD basis set) on a cluster of 2 separate species, C3H10NOS in total at a distorted geometry.

Last column: Löwdin charge in e.
Geometry (Å):
S -1.93509 0.28916 0.34525  0.205
O -3.65830 -0.38692 -2.52863  -0.133
N 2.61259 0.10741 -0.47015  -0.034
C 0.81496 0.20126 1.21252  -0.323
C -0.63214 -0.19190 1.53261  -0.759
C 1.13533 0.04075 -0.26802  -0.358
H -0.65436 -1.28378 1.65178  0.032
H -3.19773 0.13455 -1.84298  -0.074
H 0.92528 1.26682 1.39467  0.091
H -3.01386 -1.07602 -2.71087  0.011
H 0.85145 -0.97153 -0.55471  0.093
H 2.93289 0.83580 0.16860  0.040
H -0.92076 0.24735 2.49175  0.020
H 1.53143 -0.41366 1.76446  0.097
H 2.75898 0.51265 -1.39153  0.042
H 0.44933 0.68805 -0.79475  0.049

Total charge ... -1
LUMO ... 4.0 eV
Orbital gap ... 6.67 eV
Relative energy (zero: lowest compared OMol25 entry of this formula, charge and spin) ... 13.9 kcal per mole
Molecular weight ... 108.186 g mol⁻¹
Max |F| ... 1.799 eV Å⁻¹



ORCA calculation (ωB97M-V with the def2-TZVPD basis set) on a cluster of 2 separate species, C3H10NOS in total.

Last column: Löwdin charge in e.
Geometry (Å):
S -0.45773 0.34641 -0.19747  0.296
O -0.82468 -1.74654 -2.60359  -0.198
N 1.31570 1.39112 2.21303  -0.060
C -0.96542 0.57929 1.52798  -0.749
C 0.22308 -1.45451 -3.52316  -0.200
C 0.19264 0.50105 2.53977  -0.406
H -1.74096 -0.12851 1.83958  0.033
H -0.15254 0.74457 3.54733  0.085
H -0.73317 -1.06390 -1.91101  -0.114
H 1.13322 2.32953 2.54203  0.033
H 0.50819 -0.40110 -3.43976  0.069
H 0.59972 -0.51320 2.54063  0.080
H 1.31002 1.50814 1.20128  -0.019
H -1.39719 1.58509 1.60805  0.026
H -0.13529 -1.62836 -4.54108  0.060
H 1.12440 -2.04907 -3.34362  0.063

Total charge ... -1
LUMO ... 4.0 eV
Orbital gap ... 6.86 eV
Relative energy (zero: lowest compared OMol25 entry of this formula, charge and spin) ... 17.9 kcal per mole
Molecular weight ... 108.186 g mol⁻¹
Max |F| ... 0.899 eV Å⁻¹



ORCA calculation (ωB97M-V with the def2-TZVPD basis set) on an isolated molecule of C3H10NOS at a distorted geometry.

Last column: Löwdin charge in e.
Geometry (Å):
S 1.43446 1.95653 -1.33087  0.606
O -0.74553 -2.02719 1.06277  -0.104
N -0.00128 -0.82575 -1.19648  0.079
C 0.22693 -0.06688 0.07510  -0.451
C 0.18266 1.46984 -0.05611  -0.520
C -0.82841 -0.59011 1.08090  -0.230
H -0.86202 1.66384 -0.28189  0.071
H 0.77885 -0.71279 -1.95168  0.057
H -0.66006 -2.34973 1.97261  0.092
H -0.81977 -0.44052 -1.71593  0.056
H 1.99503 2.88045 -0.55159  -0.168
H -1.81328 -0.39330 0.65796  0.111
H -0.76772 -0.15902 2.08273  0.128
H 0.01115 -1.85928 -1.12672  0.077
H 0.65240 1.81694 0.86181  0.070
H 1.21660 -0.36302 0.41740  0.128

2S+1 ... 2
LUMO (alpha / beta) ... 0.6 / 0.3 eV
Orbital gap (alpha / beta) ... 4.03 / 9.81 eV
Relative energy (zero: lowest compared OMol25 entry of this formula, charge and spin) ... 62.1 kcal per mole
Molecular weight ... 108.186 g mol⁻¹
Max |F| ... 2.477 eV Å⁻¹



ORCA calculation (ωB97M-V with the def2-TZVPD basis set) on a cluster of 4 separate species, C3H10NOS in total at a distorted geometry.

Last column: Löwdin charge in e.
Geometry (Å):
S 0.51266 -1.06471 -1.80145  0.622
O 2.92756 -2.40524 -0.52669  -0.112
N 0.28540 0.60376 1.69283  0.299
C -2.12735 0.75853 1.25714  0.306
C -0.43164 1.55337 -0.37491  -0.100
C -0.76294 0.87094 0.93510  -0.520
H -0.89090 0.93880 -1.13964  0.015
H 0.32138 -1.70258 -2.99218  -0.169
H 2.13316 -2.03049 -0.92978  -0.171
H -2.42056 0.48273 2.26746  0.112
H -2.90626 1.06675 0.57616  0.117
H 0.04524 0.41083 2.67884  0.124
H 0.65219 1.57124 -0.48043  0.088
H 0.02379 -0.64943 0.34633  0.234
H 3.39994 -2.99492 -1.12591  0.042
H -0.76164 2.59044 -0.38286  0.113

Total charge ... +1
LUMO ... -9.4 eV
Orbital gap ... 4.08 eV
Relative energy (zero: lowest compared OMol25 entry of this formula, charge and spin) ... 224.7 kcal per mole
Molecular weight ... 108.186 g mol⁻¹
Max |F| ... 2.471 eV Å⁻¹



ORCA calculation (ωB97M-V with the def2-TZVPD basis set) on the ion C3H10NOSi with charge -1 at a distorted geometry.

Last column: Löwdin charge in e.
Geometry (Å):
Si 0.14169 0.26413 -0.34062  0.145
O 0.95551 1.37690 -1.36353  -0.351
N 0.24448 0.34375 -2.19021  -0.195
C 1.03196 -1.42284 -0.01019  -0.191
C -1.72507 -0.06277 -0.18691  -0.217
C 0.28466 1.12166 1.40057  -0.209
H 1.07708 -2.17596 -0.68519  -0.054
H 1.08660 1.08941 2.15871  0.007
H 0.93916 -0.15500 -2.76196  -0.010
H -0.50488 0.69660 1.95214  -0.046
H 0.65128 -1.83496 0.95252  0.009
H -2.36399 0.86264 -0.54964  0.057
H -2.10018 -0.95304 -0.68357  -0.003
H -1.85181 -0.24140 0.89373  -0.011
H 2.10120 -1.09190 0.31188  0.042
H 0.03230 2.18278 1.10226  0.027

Total charge ... -1
LUMO ... 4.3 eV
Orbital gap ... 6.96 eV
Relative energy (zero: lowest compared OMol25 entry of this formula, charge and spin) ... 38.3 kcal per mole
Molecular weight ... 104.205 g mol⁻¹
Max |F| ... 5.316 eV Å⁻¹



ORCA calculation (ωB97M-V with the def2-TZVPD basis set) on an isolated molecule of C3H10NP at a distorted geometry.

Last column: Löwdin charge in e.
Geometry (Å):
P -0.51155 -0.21868 0.16594  0.656
N -1.98811 -1.04669 0.87454  -0.288
C 0.03352 -1.31411 -1.19330  -0.246
C 0.90435 -0.22710 1.42396  -0.230
C -0.39809 1.50417 -0.46745  -0.266
H 1.08374 -1.34545 1.67260  0.071
H 0.33204 -2.27957 -0.68985  0.059
H -2.25433 -0.20448 1.49965  -0.079
H -0.34502 2.18541 0.51598  0.080
H 0.85440 -0.86389 -1.73351  0.028
H -1.21656 1.87617 -1.12035  0.037
H 1.88809 0.09889 1.25355  0.005
H 0.50402 0.35123 2.28218  0.040
H -0.84825 -1.54519 -1.86167  0.063
H 0.57143 1.79262 -1.04208  0.071

LUMO ... 0.7 eV
Orbital gap ... 8.61 eV
Relative energy (zero: lowest compared OMol25 entry of this formula, charge and spin) ... 43.3 kcal per mole
Molecular weight ... 91.094 g mol⁻¹
Max |F| ... 5.992 eV Å⁻¹



ORCA calculation (ωB97M-V with the def2-TZVPD basis set) on the ion C3H10NP2 with charge +1 at a distorted geometry.

Last column: Löwdin charge in e.
Geometry (Å):
P 2.63389 -0.39090 -0.01550  0.672
P 1.27791 1.30889 -0.08271  0.666
N -0.44115 -0.84641 -0.55843  -0.039
C -1.38978 1.43301 0.13123  -0.143
C -0.35256 0.38565 0.30276  -0.591
C 0.42440 -1.79906 0.09084  -0.119
H 2.91657 -0.00891 1.23645  -0.213
H -1.48903 -1.23149 -0.57123  0.251
H 0.79098 -2.70709 -0.29713  0.052
H 0.22952 -2.07900 1.07395  0.053
H -0.21430 -0.73636 -1.50448  0.141
H -1.43541 1.79896 -0.81450  0.044
H 1.08590 1.42553 -1.43269  -0.108
H -2.31551 0.98290 0.25363  0.067
H -1.25705 2.32022 0.78430  0.117
H -0.46439 0.14406 1.40351  0.149

Total charge ... +1
LUMO ... -4.9 eV
Orbital gap ... 8.53 eV
Relative energy (zero: lowest compared OMol25 entry of this formula, charge and spin) ... 62.2 kcal per mole
Molecular weight ... 122.068 g mol⁻¹
Max |F| ... 4.921 eV Å⁻¹



ORCA calculation (ωB97M-V with the def2-TZVPD basis set) on a cluster of 2 separate species, C3H10NS in total.

Last column: Löwdin charge in e.
Geometry (Å):
S -0.39513 1.52704 1.14495  0.014
N -0.66234 -1.68769 -0.18833  -0.035
C 1.56682 -1.35885 -1.22310  -0.127
C -0.73724 2.03713 -0.57515  -0.742
C 0.76041 -1.98550 -0.10769  -0.399
H 1.16404 -1.63019 -2.19661  0.060
H 2.58314 -1.74502 -1.16016  0.057
H -1.11140 -2.11745 0.60981  0.048
H 1.18403 -1.65598 0.84576  0.086
H 0.88261 -3.08230 -0.10667  0.092
H 1.55611 -0.27318 -1.12001  0.054
H -0.18574 1.40221 -1.27917  -0.033
H -1.79440 2.00939 -0.81379  -0.023
H -0.79075 -0.67797 -0.09809  -0.033
H -0.40549 3.06338 -0.80503  -0.019

Total charge ... -1
LUMO ... 4.1 eV
Orbital gap ... 6.46 eV
Relative energy (zero: lowest compared OMol25 entry of this formula, charge and spin) ... 13.8 kcal per mole
Molecular weight ... 92.187 g mol⁻¹
Max |F| ... 0.663 eV Å⁻¹



ORCA calculation (ωB97M-V with the def2-TZVPD basis set) on the ion C3H10NS with charge +1 at a distorted geometry.

Last column: Löwdin charge in e.
Geometry (Å):
S 0.51919 0.77606 2.21654  0.795
N 0.69114 -0.53778 -0.15093  -0.041
C -1.57690 0.08388 0.58447  -0.110
C -0.20242 0.59397 0.53559  -0.636
C 0.68343 -0.63321 -1.57038  -0.032
H 1.49904 -1.12215 -2.04325  0.107
H 0.16239 1.59082 0.07337  0.145
H 0.73994 0.32463 -1.91600  0.076
H 1.68730 -0.33267 -0.00267  0.163
H 0.46890 -1.42571 0.23835  0.151
H -0.25387 -1.18378 -1.89854  0.144
H -2.00923 -0.19939 -0.27939  0.037
H 1.30731 1.91627 2.02879  -0.074
H -1.55461 -0.87107 1.20699  0.125
H -2.16159 1.02012 0.97705  0.152

Total charge ... +1
LUMO ... -3.4 eV
Orbital gap ... 10.73 eV
Relative energy (zero: lowest compared OMol25 entry of this formula, charge and spin) ... 36.4 kcal per mole
Molecular weight ... 92.187 g mol⁻¹
Max |F| ... 4.376 eV Å⁻¹



ORCA calculation (ωB97M-V with the def2-TZVPD basis set) on the ion C3H10NS with charge +1 at a distorted geometry.

Last column: Löwdin charge in e.
Geometry (Å):
S 1.38767 0.15618 -1.11970  0.773
N 0.09928 -1.15087 1.11850  0.144
C -0.61663 0.22576 0.73243  -0.418
C -0.21624 0.85519 -0.56143  -0.477
C -2.05141 -0.10623 0.82642  -0.048
H 0.04745 -1.45307 2.11578  0.186
H 1.10690 -1.14378 0.75272  0.091
H -0.10738 -1.85531 0.33391  0.186
H -2.18777 -0.97798 0.19537  0.101
H -0.22205 1.95621 -0.40956  0.122
H -0.96020 0.56860 -1.29005  0.076
H -2.29929 -0.34397 1.85646  0.098
H -2.72481 0.68514 0.59260  0.100
H 1.98938 1.32569 -1.49814  -0.083
H -0.23432 0.94736 1.45213  0.149

Total charge ... +1
LUMO ... -3.7 eV
Orbital gap ... 10.08 eV
Relative energy (zero: lowest compared OMol25 entry of this formula, charge and spin) ... 24.3 kcal per mole
Molecular weight ... 92.187 g mol⁻¹
Max |F| ... 3.811 eV Å⁻¹